No. 1
Here is a 2-piece molecular cluster, CH6NS overall from the OMol25 dataset. Energies are from ωB97M-V/def2-TZVPD.

CARTESIAN COORDINATES (ANGSTROEM)
N -0.8805 1.8964 0.8716
H -0.2055 2.1878 1.5542
H -1.7927 2.0067 1.6075
H -0.6218 0.8832 0.8982
C 0.8088 -1.3570 -1.0996
S -0.1108 -1.7895 0.5255
H 1.0995 -0.2865 -1.2713
H 0.1130 -1.4738 -1.9223
H 1.5900 -2.0673 -1.1638

Its strongest force on any atom is 4.1 eV/Å. Its spin multiplicity is 1. The value obtained for the total energy is -494.634874 Eh. The LUMO energy is 4.37 eV. As for the orbital gap: 6.621 eV. Its total charge is -1.

No. 2
Here is C4H9NO in the gas phase from the OMol25 dataset. Energies are from ωB97M-V/def2-TZVPD.

CARTESIAN COORDINATES (ANGSTROEM)
C -1.5448 0.9141 -0.1142
N -0.4724 -0.0096 -0.4386
C -0.4800 -1.2662 0.3834
C 0.7787 0.6038 0.0335
C 2.0031 -0.2368 -0.3992
O 3.0708 0.2835 -0.4370
H -1.9441 0.7199 0.9219
H -1.1690 1.9004 -0.4431
H -2.4131 0.7968 -0.8877
H -1.2448 -1.2102 1.3731
H 0.5503 -1.5942 0.7630
H -0.8495 -2.2184 -0.1523
H 0.8690 0.9805 1.0397
H 1.0153 1.5163 -0.6740
H 1.8305 -1.1799 -0.9684

Its strongest force on any atom is 4.1 eV/Å. Its spin multiplicity is 1. The value obtained for the total energy is -287.712398 Eh. The LUMO energy is 0.87 eV. As for the orbital gap: 10.306 eV. Its total charge is 0. Its SMILES is CN(C)CC=O.

No. 3
Here is C4H3NO3 in the gas phase from the OMol25 dataset. Energies are from ωB97M-V/def2-TZVPD.

CARTESIAN COORDINATES (ANGSTROEM)
O 1.3997 1.7439 0.6794
C 0.4727 0.9173 0.6549
C -0.8844 1.0985 1.2562
C -1.6377 0.0764 0.7799
O -1.0517 -0.5718 -0.2547
C 0.1730 -0.1845 -0.3146
N 1.0081 -0.7446 -0.9536
O 0.5099 -1.8391 -1.5501
H -1.1688 1.7501 2.1694
H -2.5927 -0.3465 1.3782
H 1.1008 -2.3017 -2.1277

Its strongest force on any atom is 7.3 eV/Å. Its spin multiplicity is 1. The value obtained for the total energy is -434.558754 Eh. The LUMO energy is -0.54 eV. As for the orbital gap: 9.178 eV. Its total charge is 0. Its SMILES is O=C1C=CO/C1=N\O.

No. 4
Here is C22H26ClN5O3S in the gas phase from the OMol25 dataset. Energies are from ωB97M-V/def2-TZVPD.

CARTESIAN COORDINATES (ANGSTROEM)
C 2.8761 -6.2263 -1.9770
C 1.9050 -5.0886 -1.9444
C 0.5580 -5.2826 -1.6605
C -0.3366 -4.2344 -1.6294
C 0.0846 -2.9262 -1.8916
N -0.8408 -1.9079 -1.8985
C -0.4731 -0.5225 -1.9374
C 0.3375 0.0013 -0.7905
N 1.0396 1.0946 -0.9086
N 1.6241 1.3654 0.2693
C 1.2681 0.4252 1.0981
S 1.7431 0.3443 2.7711
C 1.9320 2.1372 3.0372
C 0.6117 2.8291 2.7227
O -0.3895 2.6498 3.3864
N 0.6583 3.6576 1.6642
C -0.5342 4.3644 1.2319
C -0.4477 4.7709 -0.1987
C -0.0072 4.1196 -1.3138
C -0.1694 5.0316 -2.3871
C -0.6956 6.1613 -1.8461
O -0.8648 6.0170 -0.5201
N 0.4440 -0.4810 0.4877
C -0.1809 -1.6096 1.1248
C -1.6628 -1.3357 1.4740
C -1.8406 -0.3884 2.6740
C -2.9320 0.5770 2.2150
C -2.7110 0.5818 0.7063
O -2.3479 -0.7495 0.3748
C 1.4354 -2.7119 -2.1711
C 2.3105 -3.7822 -2.1957
Cl 3.9769 -3.4600 -2.5440
H 2.3767 -7.1635 -1.7470
H 3.3351 -6.3046 -2.9620
H 3.6754 -6.0656 -1.2542
H 0.2059 -6.2832 -1.4568
H -1.3779 -4.4158 -1.4051
H -1.7047 -2.0964 -1.4120
H 0.0978 -0.3102 -2.8484
H -1.3965 0.0619 -1.9900
H 2.7550 2.4908 2.4204
H 2.1615 2.2400 4.0971
H 1.4303 3.6070 1.0154
H -0.6732 5.2634 1.8448
H -1.3997 3.7111 1.4105
H 0.3890 3.1251 -1.3738
H 0.0746 4.8601 -3.4150
H -0.9845 7.0994 -2.2764
H 0.3652 -1.8220 2.0474
H -0.1011 -2.4776 0.4670
H -2.1333 -2.3096 1.6662
H -2.1114 -0.9319 3.5754
H -0.9261 0.1672 2.8728
H -2.8147 1.5614 2.6599
H -3.9226 0.1855 2.4471
H -3.6012 0.8308 0.1271
H -1.9028 1.2767 0.4330
H 1.8126 -1.7214 -2.3665

Its strongest force on any atom is 1.1 eV/Å. Its spin multiplicity is 1. The value obtained for the total energy is -2211.827430 Eh. The LUMO energy is 0.55 eV. As for the orbital gap: 8.605 eV. Its total charge is 0. Its SMILES is Cc1ccc(NCc2nnc(SCC(=O)NCc3ccco3)n2C[C@H]2CCCO2)cc1Cl.

No. 5
Here is a 2-piece molecular cluster, C5H10O overall from the OMol25 dataset. Energies are from ωB97M-V/def2-TZVPD.

CARTESIAN COORDINATES (ANGSTROEM)
C -0.9106 -0.7248 -0.0905
C 0.2910 -0.6441 0.4808
C 1.5584 -0.9527 -0.2706
C 0.4624 -0.2484 1.9227
H -1.0276 -1.0586 -1.1194
H -1.8170 -0.4811 0.4586
H 1.3552 -1.2629 -1.3002
H 2.1259 -1.7502 0.2251
H 2.2105 -0.0704 -0.3007
H 0.9787 -1.0433 2.4761
H -0.5006 -0.0638 2.4074
H 1.0751 0.6565 2.0155
C -1.4495 1.9054 -1.7260
O -1.3080 2.9069 -1.0739
H -0.6604 1.5224 -2.4038
H -2.3835 1.3090 -1.7012

Its strongest force on any atom is 0.5 eV/Å. Its spin multiplicity is 1. The value obtained for the total energy is -271.696402 Eh. The LUMO energy is 0.88 eV. As for the orbital gap: 10.379 eV. Its total charge is 0. Its SMILES is C=C(C)C.C=O.

No. 6
Here is C5H4Br4 as an isolated structure from the OMol25 dataset. Energies are from ωB97M-V/def2-TZVPD.

CARTESIAN COORDINATES (ANGSTROEM)
C 0.0586 0.1524 0.2719
C -0.9118 0.8252 0.9357
C -0.2897 -0.6781 -0.8977
C -2.2896 0.5765 0.3616
C -2.2982 -0.6624 -0.4197
Br -2.5912 2.2099 -0.6454
Br -3.6783 0.5832 1.7449
Br -3.2679 -0.7055 -1.9993
Br -2.2138 -2.3882 0.7098
H 1.0983 0.1487 0.4794
H -0.8166 1.5997 1.6603
H -0.3939 -0.0279 -1.8435
H 0.0774 -1.7026 -1.2175

Its strongest force on any atom is 5.3 eV/Å. Its spin multiplicity is 1. The value obtained for the total energy is -10488.875964 Eh. The LUMO energy is -0.20 eV. As for the orbital gap: 9.038 eV. Its total charge is 0.